Molecular formula: C5H4N2O
Method: DFT, wB97M-V/def2-TZVPD

Cartesian coordinates (Å):
C1 -1.99360 0.39316 0.04365
C2 -0.40243 -0.82510 -0.16527
C3 1.68826 -0.84239 0.03312
C4 1.62557 0.63532 0.03728
C5 -0.50129 0.50576 -0.06397
H1 -2.33537 0.75826 -0.95778
H2 -2.63502 0.80139 0.87450
H3 2.76579 -1.34568 0.32381
H4 2.52312 1.32217 0.12973
N1 0.58072 -1.64206 -0.15169
N2 0.42729 1.27441 -0.15348
O1 -1.74304 -1.03522 0.05010

Summary:
energy relative to the best compared isomer or geometry (same formula, charge and spin)	262.3	kJ/mol

=====

Molecular formula: C5H12N2O
Method: DFT, wB97M-V/def2-TZVPD

Cartesian coordinates (Å):
C1 0.81360 2.37133 0.90807
N1 1.34762 1.14577 0.38841
C2 0.72823 0.61429 -0.77466
C3 -0.43709 -0.28910 -0.44552
N2 -1.32437 -0.49057 -1.56540
C4 0.00053 -1.54347 0.30360
C5 -1.18039 -2.30072 0.84918
O1 -1.76724 -3.13778 0.21178
H1 -0.24718 2.32459 1.20105
H2 1.20273 2.62398 1.88925
H3 0.86309 3.17457 0.15968
H4 2.33490 1.01844 0.49569
H5 1.40905 0.19204 -1.52050
H6 0.26892 1.43103 -1.35956
H7 -0.95642 0.34471 0.27004
H8 -2.04795 -1.17001 -1.38011
H9 -0.83690 -0.77228 -2.40604
H10 0.62930 -1.27692 1.13570
H11 0.68501 -2.19794 -0.24714
H12 -1.48545 -2.06198 1.88645

Summary:
SMILES	CNC[C@@H](N)CC=O
energy relative to the best compared isomer or geometry (same formula, charge and spin)	206.8	kJ/mol

=====

Molecular formula: C6H4O2
Method: DFT, wB97M-V/def2-TZVPD

Cartesian coordinates (Å):
C1 2.63124 0.01297 -1.73452
C2 1.61257 -0.08478 -1.03745
C3 0.32183 -0.13002 -0.46340
C4 0.25228 -0.92922 0.59685
O1 -1.01008 -0.67758 1.31124
C5 -1.50956 0.31401 0.60269
O2 -2.71585 0.60336 1.10807
C6 -0.83025 0.83564 -0.52101
H1 3.76343 -0.14766 -1.89034
H2 0.88529 -1.72807 1.03044
H3 -2.70260 0.11747 2.07832
H4 -0.69832 1.81386 -1.08090

Summary:
SMILES	C#Cc1coc(O)c1
energy relative to the best compared isomer or geometry (same formula, charge and spin)	315.4	kJ/mol

=====

Molecular formula: C8H22FNO3PS
Method: DFT, wB97M-V/def2-TZVPD

Cartesian coordinates (Å):
C1 1.29415 0.34770 3.04314
C2 1.27957 0.12789 1.48899
C3 2.70509 -0.04531 0.82210
C4 3.88512 -0.37073 1.81975
P1 3.12581 1.48123 -0.15626
S1 3.26242 0.86207 -2.23803
O1 1.92450 0.49501 -2.72065
O2 3.83846 1.96117 -3.02674
F1 4.28429 -0.38916 -2.26552
H1 0.39877 0.96972 3.28082
H2 2.16559 0.91107 3.42670
H3 1.12391 -0.61647 3.56577
H4 0.82266 1.04825 1.04397
H5 0.57166 -0.69036 1.24432
H6 2.63543 -0.91588 0.12368
H7 3.59365 -1.01228 2.66711
H8 4.67715 -0.88704 1.22886
H9 4.35370 0.58950 2.14359
H10 2.07530 2.44099 -0.11863
H11 4.37118 2.05217 0.21707
C5 -4.60104 -0.88179 -1.36241
C6 -3.31569 -0.39106 -2.02192
C7 -2.03491 -0.91138 -1.34397
O3 -1.70956 -0.26965 -0.11471
C8 -2.43876 -0.74199 1.00837
N1 -3.34209 1.07449 -2.08244
H12 -4.82966 -0.34423 -0.44182
H13 -5.44872 -0.73237 -2.03274
H14 -4.54424 -1.94818 -1.13148
H15 -3.31333 -0.77273 -3.04728
H16 -1.19340 -0.70442 -2.01221
H17 -2.06588 -1.99980 -1.21053
H18 -2.64345 -1.81351 0.94240
H19 -3.36924 -0.18427 1.12086
H20 -1.83782 -0.55786 1.90236
H21 -2.54021 1.39674 -2.61896
H22 -3.16038 1.42245 -1.14357

Summary:
total charge	+1

=====

no.,frontier orbital gap (eV)
1,9.64
2,9.75
3,8.98
4,5.86